Entry 1:
The following is a DFT calculation (ωB97M-V/def2-TZVPD) of a structure of composition C26H32BCuN6S at a distorted geometry.

Calculated values
**Energy**: -3402.0093 Eh
**Multiplicity**: 2
**HOMO (spin up / spin down)**: -4.7 / -4.5 eV
**Charge**: -1

```
67
Properties=species:S:1:pos:R:3:forces:R:3
Cu 0.068364 -0.014698 0.212434 -0.54 -0.04 0.97
S -0.271009 -2.109699 -0.509615 0.36 -0.33 -0.39
C 1.156727 -2.173823 -1.527326 -0.10 -0.12 0.02
N 1.482754 -3.269150 -2.120842 -0.27 -0.03 -0.30
N 2.504912 -3.311479 -3.033640 0.44 0.30 0.07
C 2.920672 -2.408539 -4.022840 -0.28 -0.24 0.21
C 4.190307 -2.586621 -4.571423 0.12 0.03 -0.07
C 4.644961 -1.758561 -5.590548 -0.04 -0.06 0.07
C 3.843246 -0.739640 -6.081530 -0.04 -0.01 0.02
C 2.565635 -0.580015 -5.551777 0.01 -0.01 0.03
C 2.100011 -1.403531 -4.541166 -0.03 0.06 0.03
N 2.065382 -1.078927 -1.663291 0.03 -0.49 -0.18
N 1.837436 -0.109855 -0.944975 0.50 0.75 -0.06
C 2.845373 0.919138 -0.990377 -0.09 -0.12 0.13
C 2.614482 2.031863 -0.198530 -0.10 0.05 0.10
C 3.565527 3.040161 -0.133678 0.00 -0.02 -0.02
C 4.741562 2.929631 -0.859808 -0.01 -0.01 0.00
C 4.963739 1.813288 -1.661521 -0.02 0.02 0.02
C 4.019968 0.804415 -1.729734 -0.06 -0.11 -0.09
H 2.907272 -4.227582 -3.080234 -0.05 -0.10 -0.08
H 4.827719 -3.373676 -4.181607 0.00 0.05 0.00
H 5.640682 -1.908003 -5.990897 -0.01 -0.01 0.01
H 4.202642 -0.081896 -6.863067 -0.02 -0.02 0.02
H 1.916212 0.198767 -5.932801 0.01 -0.01 0.02
H 1.098826 -1.268555 -4.153341 0.02 0.02 0.04
H 1.688092 2.102284 0.363722 0.06 -0.02 -0.02
H 3.384895 3.907852 0.486528 0.00 0.00 0.00
H 5.488622 3.712134 -0.800905 -0.02 -0.01 -0.02
H 5.880215 1.728511 -2.232470 -0.02 0.00 0.01
H 4.173931 -0.072096 -2.346782 0.01 0.02 0.01
C 4.419255 -1.940487 1.708203 -0.05 0.00 0.00
C 3.409968 -1.257084 2.598469 0.12 -0.02 -0.02
C 3.752409 -0.839841 3.885400 -0.11 0.00 -0.08
C 2.796556 -0.205164 4.662592 -0.04 0.03 0.05
C 3.127692 0.230210 6.070570 -0.04 0.01 -0.04
C 1.517945 0.044684 4.161659 -0.02 0.07 -0.19
C 1.142490 -0.318263 2.848630 0.22 -0.24 0.19
C 2.138398 -1.017763 2.123412 -0.12 -0.08 -0.06
N -0.026794 -0.017421 2.164899 0.08 0.47 -0.39
C -1.382309 0.157123 2.743565 -0.01 -0.07 0.12
C -1.538350 0.120474 4.272470 0.14 -0.12 -0.07
C -1.953900 1.497228 2.268817 0.08 0.09 -0.03
C -2.254815 -0.975480 2.185229 -0.05 -0.09 -0.08
H 5.137522 -2.520211 2.291111 -0.01 0.01 -0.01
H 4.979802 -1.203310 1.125255 -0.01 -0.01 0.02
H 3.928432 -2.610667 0.998905 0.01 0.03 0.04
H 4.750138 -1.018643 4.274997 -0.04 0.00 0.00
H 4.182574 0.068967 6.296208 -0.02 0.00 -0.02
H 2.538382 -0.329655 6.800553 0.01 0.00 0.00
H 2.907334 1.289634 6.218705 0.01 -0.01 0.00
H 0.850608 0.583645 4.809558 -0.17 0.08 0.00
H 1.866577 -1.419500 1.155906 -0.01 0.01 0.06
H -1.085916 0.985058 4.756214 0.02 -0.01 0.01
H -1.141177 -0.796617 4.712647 0.07 0.06 -0.01
H -2.608881 0.158294 4.486974 0.04 -0.03 0.01
H -1.301587 2.314368 2.587861 -0.04 -0.01 0.00
H -2.950542 1.660277 2.692011 0.07 -0.03 -0.02
H -2.036411 1.535140 1.183346 0.03 0.00 0.02
H -1.849349 -1.947810 2.477440 -0.03 0.04 -0.03
H -2.291953 -0.936166 1.093949 0.00 0.00 0.08
H -3.277619 -0.887462 2.564032 0.04 -0.01 -0.02
B -1.985478 3.550125 -2.043686 -0.01 0.06 0.07
C -1.327250 2.230666 -1.451507 -0.11 0.15 -0.28
N -0.848648 1.274524 -1.015814 0.01 0.22 0.09
H -2.197639 4.281946 -1.088771 0.01 -0.05 -0.08
H -1.189505 4.056371 -2.816392 -0.05 -0.07 0.07
H -3.024088 3.246811 -2.603528 0.10 -0.02 0.05
```
Positions in Å, forces in eV/Å.

Results of the natural (NBO) charge analysis, in e, for atoms 1 through 4:
1 Cu 1.13
2 S -0.35
3 C 0.14
4 N -0.26


Entry 2:
The following is a DFT calculation (ωB97M-V/def2-TZVPD) of a structure of composition C26H32IN2O2PdSb2.

Calculated values
**Energy**: -2175.8086 Eh
**HOMO**: -10.6 eV
**Charge**: +1

```
66
Properties=species:S:1:pos:R:3:forces:R:3
Pd 1.060165 0.342654 0.294122 -0.19 -0.28 -0.13
C 3.147798 4.518287 -0.296458 0.01 0.00 0.00
C 1.671810 4.493647 -0.038891 -0.01 0.00 0.00
N 1.059218 5.624127 0.206748 0.00 0.00 0.01
C -0.274374 5.632317 0.398131 0.01 0.01 -0.03
C -1.052851 4.512004 0.298435 -0.01 0.00 0.02
C -2.544357 4.603586 0.485009 0.00 -0.01 0.01
O -3.027722 3.700466 1.477486 -0.01 -0.01 0.00
C -0.416842 3.268191 0.052619 0.01 0.01 0.03
C -1.251595 2.113350 -0.177974 0.03 0.00 -0.01
N -0.898477 0.875729 -0.167252 -0.01 0.15 0.12
C -1.898298 -0.069183 -0.544468 0.01 -0.02 0.05
C -3.067195 -0.173981 0.205064 0.04 0.00 0.03
C -4.056264 -1.070962 -0.164835 0.00 -0.02 -0.02
C -3.887408 -1.861684 -1.293364 -0.01 0.02 0.02
C -2.727492 -1.758210 -2.046360 0.04 0.00 -0.01
C -1.727487 -0.872205 -1.667339 0.02 -0.06 -0.05
I 0.014510 -0.757059 -2.813374 -0.03 -0.02 0.02
C 0.979841 3.239753 -0.080307 -0.04 -0.05 -0.02
O 1.702574 2.168046 -0.291249 0.07 0.08 -0.05
H 3.505410 5.540952 -0.214000 0.00 0.00 0.00
H 3.367495 4.138452 -1.296464 0.00 0.00 0.00
H 3.689343 3.886931 0.410565 -0.01 0.06 -0.06
H -0.717594 6.596169 0.619493 0.00 0.00 0.01
H -3.073310 4.338850 -0.432781 0.00 0.00 -0.01
H -2.817178 5.634512 0.719642 0.00 0.00 0.00
H -2.718784 4.003114 2.337945 0.00 0.00 0.00
H -2.290638 2.317046 -0.426051 0.01 0.01 -0.03
H -3.190228 0.464847 1.071955 0.00 0.00 0.00
H -4.962370 -1.142267 0.421493 0.00 0.00 0.00
H -4.659580 -2.556743 -1.593788 0.00 0.00 0.00
H -2.594931 -2.366694 -2.930690 -0.01 0.00 0.00
C 4.559260 0.646532 -1.114981 -0.05 0.01 0.00
Sb 3.535962 0.181893 0.669833 0.05 0.11 0.18
C 4.078999 1.673149 2.071523 0.06 -0.03 0.00
C 4.590321 -1.548353 1.353511 -0.02 0.00 -0.03
C 4.183717 -2.763500 0.571373 -0.01 0.00 0.01
C 4.959157 -3.159148 -0.517166 0.00 0.01 0.01
C 4.627651 -4.268994 -1.275475 -0.01 -0.01 -0.01
C 3.507641 -5.014921 -0.940721 0.01 0.00 -0.01
C 2.731597 -4.634696 0.140893 0.00 0.02 0.01
C 3.042421 -3.508119 0.901963 0.02 0.01 -0.03
C 2.134667 -3.122220 2.033696 -0.05 0.01 0.02
Sb 0.503671 -1.915935 1.333975 0.10 0.00 -0.04
C -0.537215 -3.408479 0.255364 -0.02 0.05 0.03
C -0.679028 -1.759624 3.088568 0.02 0.01 -0.02
H 5.587220 0.926988 -0.891994 -0.01 0.00 0.02
H 4.034528 1.473269 -1.587876 0.00 0.01 0.00
H 4.544393 -0.223709 -1.768600 0.00 -0.01 0.00
H 5.105074 1.995235 1.902587 0.01 0.00 0.00
H 3.988566 1.267267 3.077646 0.00 -0.01 0.00
H 3.402259 2.516498 1.955904 0.00 -0.07 0.03
H 4.424030 -1.651774 2.424700 -0.01 0.01 0.00
H 5.647598 -1.327680 1.204352 0.00 0.00 0.00
H 5.851244 -2.592790 -0.760155 0.00 0.00 0.00
H 5.250263 -4.558917 -2.110984 0.00 0.00 0.00
H 3.245561 -5.896180 -1.510499 0.00 0.00 0.00
H 1.868947 -5.232054 0.413275 0.00 0.00 0.00
H 2.638240 -2.591771 2.839667 0.01 0.01 -0.01
H 1.659281 -4.003259 2.467470 0.02 0.00 0.00
H -0.565719 -4.304700 0.874163 0.00 -0.01 -0.01
H -0.026212 -3.614977 -0.682053 0.00 0.01 -0.01
H -1.549926 -3.068112 0.056839 -0.04 0.01 -0.01
H -0.628614 -2.701104 3.633591 -0.02 0.00 0.00
H -1.710847 -1.557888 2.807658 -0.01 0.02 -0.01
H -0.311296 -0.951269 3.716793 0.00 -0.01 0.00
```
Positions in Å, forces in eV/Å.

Results of the natural (NBO) charge analysis, in e, for atoms 1 through 4:
1 Pd 0.40
2 C -0.64
3 C 0.18
4 N -0.37


Entry 3:
The following is a DFT calculation (ωB97M-V/def2-TZVPD) of a structure of composition C26H32N7O3RuS4 at a distorted geometry.

Calculated values
**Energy**: -3306.3018 Eh
**HOMO**: -9.8 eV
**Charge**: +1

```
73
Properties=species:S:1:pos:R:3:forces:R:3
Ru -0.398454 -0.452213 0.874766 0.67 -1.08 -0.85
O -0.087270 0.714683 2.517251 -0.42 0.23 0.34
N 1.165554 1.115837 2.771521 -0.11 0.15 -0.08
C 1.321859 1.915055 3.855197 0.04 -0.09 -0.15
C 2.558493 2.372141 4.198138 0.02 0.03 0.04
C 3.658711 2.012265 3.406605 0.03 0.06 0.06
C 3.473324 1.214683 2.311261 -0.07 -0.08 -0.07
C 2.191688 0.745237 1.977402 -0.13 0.15 0.22
S 1.809006 -0.258537 0.641111 0.76 0.41 0.03
H 0.402991 2.127035 4.379525 0.01 0.02 0.02
H 2.664864 3.004324 5.066891 0.02 0.00 -0.01
H 4.648223 2.370105 3.655951 -0.01 0.00 0.00
H 4.295661 0.931868 1.669731 -0.01 -0.01 0.00
C -0.747696 5.215929 0.852686 0.05 -0.05 0.03
C 0.337125 4.882264 -0.164548 -0.01 0.05 -0.04
S 1.079884 3.242575 0.069475 0.01 -0.13 0.09
C 0.582653 2.351391 -1.420201 -0.05 -0.01 0.03
C -0.903226 2.083790 -1.566499 0.01 -0.13 -0.01
S -1.653431 0.754840 -0.542459 -0.06 0.71 -0.34
C -2.818932 1.722161 0.474400 -0.06 -0.26 0.01
C -2.262889 2.832110 1.361315 0.03 -0.07 -0.06
S -2.356883 4.456295 0.537113 -0.09 0.04 0.03
H -0.942550 6.289569 0.834053 0.00 0.00 -0.01
H -0.424294 4.969613 1.865112 -0.01 0.01 0.00
H 1.146272 5.610469 -0.086953 -0.01 0.00 0.02
H -0.065597 4.953178 -1.175709 0.04 -0.02 -0.01
H 1.145394 1.421302 -1.375956 0.04 -0.04 -0.03
H 0.927760 2.902286 -2.297125 0.00 0.03 0.01
H -1.122279 1.790352 -2.595242 0.06 -0.01 -0.02
H -1.469787 2.987280 -1.350132 -0.08 -0.02 -0.06
H -3.278257 0.931161 1.070252 -0.03 0.05 0.05
H -3.588531 2.105036 -0.199977 0.02 -0.05 -0.03
H -1.238592 2.613252 1.648548 0.06 0.03 0.01
H -2.868128 2.885766 2.266357 0.01 -0.01 0.01
N 1.216588 -5.293512 -0.119605 -0.09 0.11 -0.05
N 0.742138 -4.058124 -0.526419 -0.05 -0.09 -0.09
N 0.448677 -3.812659 -1.783155 -0.04 0.16 0.17
C -0.059316 -2.583524 -1.688617 0.04 -0.17 -0.12
N -0.065766 -2.151160 -0.434738 -0.10 -0.08 0.92
N 0.464267 -3.124701 0.322424 -0.32 0.23 -0.88
H 1.836385 -5.622884 -0.851734 0.07 -0.06 0.07
H 1.714299 -5.145383 0.751908 0.07 -0.06 -0.01
H -0.420355 -2.022247 -2.532216 0.03 -0.01 0.07
C -2.872932 -1.615610 -3.717367 -0.06 -0.07 0.04
O -3.081126 -2.391531 -2.543584 0.07 0.05 -0.08
C -3.944364 -1.891261 -1.619560 -0.16 0.00 0.07
C -4.651068 -0.704989 -1.740166 0.00 -0.04 0.04
C -5.499991 -0.308299 -0.712408 -0.01 0.01 -0.04
C -5.652247 -1.080119 0.427088 -0.01 -0.04 0.00
C -4.944102 -2.266621 0.549230 -0.16 -0.02 -0.11
C -4.093410 -2.658352 -0.464359 -0.17 -0.14 -0.13
N -3.363330 -3.878149 -0.392775 0.02 0.04 -0.06
C -2.691316 -4.387740 0.620946 0.12 0.04 0.02
C -2.258082 -3.761911 1.795946 -0.25 0.01 -0.43
C -1.722961 -4.583246 2.838379 0.01 0.03 0.08
C -1.228660 -4.050562 3.987002 -0.04 0.02 -0.08
C -1.273438 -2.638389 4.163092 -0.07 -0.28 -0.09
C -1.742843 -1.834642 3.173223 -0.22 0.20 0.27
C -2.175007 -2.333808 1.907099 0.26 0.17 0.58
O -2.355104 -1.506557 0.950088 0.26 -0.01 0.52
H -3.806898 -1.468926 -4.261937 0.01 0.02 -0.01
H -2.184550 -2.181261 -4.339065 0.01 -0.02 -0.01
H -2.436162 -0.647532 -3.461071 -0.02 0.05 -0.02
H -4.537081 -0.079433 -2.613065 -0.02 -0.01 -0.01
H -6.053577 0.615644 -0.817945 0.00 0.00 0.01
H -6.322786 -0.767582 1.215439 0.00 0.00 0.00
H -5.046250 -2.886294 1.431156 0.00 0.00 -0.01
H -3.384152 -4.429445 -1.240246 -0.05 -0.03 0.03
H -2.422793 -5.431473 0.478100 -0.01 0.01 0.03
H -1.728961 -5.658208 2.695775 -0.02 0.01 -0.01
H -0.840202 -4.689127 4.767555 0.02 0.01 -0.01
H -0.931471 -2.201107 5.092815 -0.02 -0.02 0.01
H -1.835018 -0.764176 3.301507 0.21 0.03 0.07
```
Positions in Å, forces in eV/Å.

Results of the Löwdin charge analysis, in e, for atoms 1 through 4:
1 Ru 0.70
2 O -0.31
3 N -0.20
4 C -0.01


Entry 4:
The following is a DFT calculation (ωB97M-V/def2-TZVPD) of a structure of composition C26H32N8O7S2Tb at a distorted geometry.

Calculated values
**Energy**: -3595.9110 Eh
**Multiplicity**: 7
**HOMO (spin up / spin down)**: -4.5 / -4.5 eV
**Charge**: -1

```
76
Properties=species:S:1:pos:R:3:forces:R:3
Tb -0.406437 0.947810 -0.028089 -1.19 0.09 -0.55
N -2.676309 1.090794 -1.506600 0.08 -0.06 0.00
C -3.558090 2.210618 -1.820164 -0.03 0.02 0.03
C -2.816806 3.359446 -2.488599 0.00 0.00 -0.01
C -1.758367 4.023328 -1.618472 -0.02 0.00 0.05
N -0.584022 3.165533 -1.439319 0.26 -0.02 0.17
H -2.389228 0.581251 -2.338583 0.01 0.02 0.00
H -3.127333 0.399152 -0.907320 0.00 0.02 -0.02
H -3.988288 2.576448 -0.882816 0.00 0.00 0.00
H -4.400398 1.907518 -2.454880 0.01 0.01 0.00
H -3.547741 4.116723 -2.784296 -0.01 0.00 0.00
H -2.351100 3.004799 -3.415631 0.01 -0.01 -0.01
H -2.177367 4.238509 -0.631047 -0.01 0.00 -0.01
H -1.481860 4.985236 -2.065871 0.00 -0.02 0.01
H 0.169057 3.657714 -0.961463 0.00 0.03 -0.03
H -0.174761 2.951694 -2.344969 -0.02 -0.02 0.00
O -0.817837 5.517406 4.254792 0.12 -0.12 -0.02
C -2.044549 5.108390 4.003684 -0.01 0.03 -0.03
O -3.016230 5.599173 4.533979 -0.01 -0.02 0.01
C -2.203240 4.005567 3.015712 -0.05 -0.04 -0.01
C -3.418652 3.415079 2.732775 0.06 -0.02 0.02
N -3.195739 2.474980 1.801754 0.01 0.03 0.00
N -1.906230 2.411093 1.461888 0.07 -0.17 0.03
C -1.280893 3.317619 2.193484 -0.06 0.02 0.04
C 0.225488 3.347434 2.093571 0.02 -0.07 0.07
O 0.839269 4.141972 2.819096 -0.05 0.08 0.01
O 0.715853 2.509817 1.288549 0.16 0.26 0.13
H -0.126458 4.979888 3.738413 -0.06 0.11 -0.04
H -4.391819 3.605686 3.149822 -0.01 0.01 0.01
H -3.801022 1.729329 1.483349 0.00 -0.01 -0.01
S -2.403387 -0.646112 1.202477 -0.01 -0.01 0.06
C -2.330355 -2.262266 0.489189 0.01 0.03 -0.01
C -3.030052 -3.291232 1.129356 -0.03 0.00 0.03
C -3.062518 -4.582696 0.632890 -0.01 -0.03 -0.02
C -2.385869 -4.874920 -0.545003 -0.01 -0.02 0.02
C -1.674417 -3.874865 -1.183140 0.01 -0.01 -0.03
C -1.611916 -2.566815 -0.687072 0.02 0.04 -0.01
S -0.601082 -1.409243 -1.560935 0.03 0.01 0.02
H -3.562785 -3.046929 2.040377 0.00 0.00 0.01
H -3.618143 -5.350668 1.157601 0.00 -0.01 0.00
H -2.402819 -5.876277 -0.959029 -0.01 0.00 0.00
H -1.130480 -4.093357 -2.094371 0.01 0.00 -0.01
C 0.962444 -4.662541 3.359863 0.00 0.00 0.00
C 1.866594 -4.668564 2.131054 0.02 -0.04 0.02
C 1.041343 -4.768760 0.853585 0.00 0.00 -0.01
C 2.806254 -3.460924 2.110911 0.03 0.01 -0.01
N 2.093401 -2.196610 2.044003 -0.09 0.08 -0.12
C 1.590120 -1.552948 0.990565 -0.07 -0.06 0.08
N 0.886864 -0.540136 1.438415 0.53 -0.20 0.25
N 0.979713 -0.566371 2.782269 -0.02 0.08 0.06
N 1.692400 -1.554288 3.156100 0.03 -0.06 0.11
H 0.401819 -5.596021 3.416590 -0.01 -0.01 -0.01
H 0.238488 -3.848153 3.305196 -0.01 0.01 0.00
H 1.531820 -4.543936 4.283182 0.01 0.00 0.01
H 2.531138 -5.538811 2.188500 0.00 0.02 0.01
H 0.305604 -3.965246 0.784348 -0.01 0.02 0.00
H 0.479023 -5.702278 0.833839 -0.01 -0.01 0.00
H 1.665478 -4.732755 -0.042587 0.01 0.00 -0.01
H 3.468973 -3.502114 1.245233 -0.01 -0.01 0.02
H 3.414625 -3.420139 3.013845 0.00 -0.01 -0.01
H 1.701799 -1.825265 -0.045935 -0.02 -0.01 -0.02
O 4.412650 3.147477 -3.134133 0.01 0.01 0.13
C 4.303871 1.826581 -3.346799 0.03 -0.02 0.04
C 5.232343 1.206980 -4.185597 -0.01 0.01 0.01
C 5.151356 -0.150859 -4.423841 0.02 -0.01 -0.02
C 4.148940 -0.920449 -3.839152 -0.01 -0.01 -0.01
C 3.232000 -0.308620 -3.004444 -0.02 0.02 -0.01
C 3.296128 1.058617 -2.742819 0.03 0.00 0.05
C 2.280786 1.703345 -1.847814 0.04 -0.10 -0.14
O 2.258225 2.947171 -1.751210 0.12 -0.05 0.04
O 1.467342 0.916156 -1.265591 0.19 0.13 -0.13
H 3.675098 3.369544 -2.503101 -0.07 0.05 -0.20
H 6.005739 1.815336 -4.635301 0.01 0.01 0.00
H 5.878095 -0.617832 -5.078203 0.00 0.00 0.00
H 4.079988 -1.980497 -4.043793 0.00 -0.01 0.00
H 2.424494 -0.871714 -2.552287 -0.01 -0.01 0.02
```
Positions in Å, forces in eV/Å.

Results of the Löwdin charge analysis, in e, for atoms 1 through 4:
1 Tb 1.32
2 N -0.09
3 C -0.27
4 C -0.20